Entry 1:
The following is a quantum chemistry calculation of a cluster of 7 separate species, C18H53N3O10 in total, from the OMol25 dataset.

```
! RIJCOSX wB97M-V def2-TZVPD def2/J DEFGRID3
* xyz 0 1
O 0.20753 -3.12132 -3.07917
H -0.48768 -2.77465 -2.49459
H -0.02963 -2.87513 -3.95543
O -1.68593 -0.75087 -4.08806
H -2.45077 -0.09190 -4.13039
H -1.67519 -0.90630 -3.12403
O 1.58446 -1.39300 -1.30155
H 1.48335 -2.17513 -1.88638
H 2.25767 -0.82975 -1.71228
O -1.14300 -0.99157 -1.20627
H -0.29063 -0.55645 -1.05980
H -1.34668 -1.52551 -0.39839
C -5.17996 -2.18348 2.79039
O -4.80121 -1.20259 1.80981
C -6.00207 -0.64078 1.28884
C -5.75105 -0.07506 -0.12214
N -4.61596 0.79575 -0.07321
C -4.17273 1.11736 -1.43532
C -2.89223 1.89271 -1.46162
O -2.34202 1.67324 -2.77973
C -0.94143 2.08324 -2.89138
H -5.96176 -1.78716 3.44110
H -4.25829 -2.35213 3.23702
H -5.66919 -3.03321 2.28499
H -6.40564 0.11265 2.03725
H -6.78814 -1.42244 1.25152
H -6.63175 0.48724 -0.50099
H -5.64164 -0.94862 -0.85102
H -3.85284 0.27314 0.32369
H -5.02616 1.56700 -1.90818
H -3.95593 0.22418 -2.00226
H -2.21653 1.41827 -0.74306
H -3.14024 2.93212 -1.29837
H -0.30003 1.68783 -2.08237
H -0.86445 3.18175 -2.90324
H -0.62865 1.70067 -3.90021
C -0.55485 1.51201 3.92366
O -1.44787 0.37771 3.85995
C -1.60877 -0.08970 2.53636
C -1.17067 -1.53051 2.57242
N -1.60756 -2.29572 1.40304
C -1.12865 -3.64758 1.38427
C 0.31537 -3.72258 0.94731
O 1.20999 -3.78130 2.15681
C 2.58962 -3.44372 1.83716
H -0.35905 1.75831 4.94138
H -0.91160 2.44809 3.44942
H 0.35122 1.28759 3.42285
H -0.98773 0.51739 1.80906
H -2.61853 0.08560 2.32967
H -1.47747 -1.99059 3.57220
H -0.03586 -1.50003 2.63454
H -2.63997 -2.23859 1.50872
H -1.83253 -4.30513 0.74249
H -1.09559 -4.14737 2.39177
H 0.60224 -2.87249 0.35180
H 0.51931 -4.56745 0.32254
H 3.23018 -3.71117 2.63519
H 2.79494 -2.39460 1.50842
H 2.90684 -4.01147 0.94284
C 4.01612 4.98133 2.04832
O 4.13966 3.75813 1.42542
C 5.52809 3.41468 1.11418
C 5.48513 2.00403 0.60222
N 4.88970 1.88851 -0.68137
C 5.12977 0.74878 -1.45642
C 4.49102 0.77231 -2.82235
O 3.10853 0.59890 -2.67024
C 2.52429 0.79086 -3.95743
H 4.32388 5.82697 1.31588
H 4.62318 5.02011 2.98009
H 2.99516 5.31068 2.25334
H 6.12069 3.42279 2.02713
H 5.94432 4.13845 0.46768
H 4.94721 1.45849 1.40377
H 6.53044 1.59434 0.54205
H 3.92112 2.15541 -0.54950
H 4.87379 -0.21089 -0.91888
H 6.22497 0.70355 -1.66868
H 4.91202 -0.00383 -3.42352
H 4.79596 1.73551 -3.31213
H 2.46187 1.89176 -4.18520
H 1.45816 0.41545 -4.01682
H 3.12831 0.33696 -4.77654
*
```

SMILES	COCCNCCOC.COCCNCCOC.COCCNCCOC.O.O.O.O
relative energy (zero: lowest compared OMol25 entry of this formula, charge and spin)	176.5	kJ/mol
M	471.6	u
frontier orbital gap	0.34438	hartree
lowest unoccupied orbital energy	0.0236	hartree

For each atom in turn, the Mulliken charge in e is: -0.668 0.297 0.304 -0.732 0.328 0.252 -0.592 0.407 0.190 0.028 0.043 0.180 -0.908 -0.308 -0.667 -0.560 -0.320 -0.664 -0.020 -0.312 -0.678 0.392 0.275 0.327 0.331 0.450 0.371 0.256 0.218 0.434 0.250 -0.085 0.318 0.215 0.398 0.199 -0.777 -0.453 -0.036 -0.623 0.208 -0.702 -0.415 -0.421 -0.672 0.310 0.282 0.360 0.272 0.032 0.290 0.187 -0.133 0.384 0.379 0.199 0.640 0.317 0.195 0.302 -0.746 -0.236 -0.693 -0.683 -0.178 -0.489 -0.854 -0.134 -0.707 0.260 0.284 0.250 0.440 0.415 0.229 0.422 0.196 0.234 0.347 0.475 0.375 0.284 0.058 0.378

***

Entry 2:
The following is a quantum chemistry calculation of a cluster of 2 separate species, C2H6IP in total, from the OMol25 dataset.

```
! RIJCOSX wB97M-V def2-TZVPD def2/J DEFGRID3
* xyz 0 1
C 1.42445 -0.45048 -0.11253
C -1.80917 -0.29757 0.26181
P 0.89292 1.32337 -0.77918
I -3.59851 0.39884 -0.54409
H 0.54877 -0.97113 0.12865
H 2.06103 -0.23746 0.74819
H 2.24389 -0.91888 -0.67924
H -1.38536 -1.07983 -0.29415
H -1.23556 0.36665 0.76451
H 0.85754 1.86649 0.50602
*
```

relative energy (zero: lowest compared OMol25 entry of this formula, charge and spin)	296.0	kJ/mol
M	187.9	u
frontier orbital gap (alpha / beta)	0.27794 / 0.29480	hartree
lowest unoccupied orbital energy (alpha / beta)	-0.0364 / -0.0207	hartree

For each atom in turn, the natural (NBO) charge in e is: -0.916 -0.498 0.326 0.156 0.218 0.226 0.237 0.170 0.162 -0.080

***

Entry 3:
The following is a quantum chemistry calculation of a structure of composition C30H19N10O2S4SeSr, from the OMol25 dataset.

```
! RIJCOSX wB97M-V def2-TZVPD def2/J DEFGRID3
* xyz -1 1
Sr -0.35602 0.41645 0.23186
Se 3.14403 -6.69733 -2.51138
N 3.71984 -4.93210 -2.41319
C 2.68337 -4.24193 -2.06296
C 2.71413 -2.86682 -1.94694
C 3.91186 -2.15370 -2.03183
C 3.96318 -0.77698 -1.79682
C 2.75542 -0.18672 -1.48774
N 1.59103 -0.82287 -1.39317
C 1.50921 -2.15620 -1.71171
C 0.19772 -2.80956 -1.63743
N -0.93728 -2.08642 -1.47114
C -2.12845 -2.75555 -1.36107
C -2.26317 -4.12790 -1.50712
C -1.08052 -4.87396 -1.63008
C 0.13002 -4.23286 -1.67571
C 1.40219 -4.92358 -1.86555
N 1.50646 -6.23647 -1.95277
H 4.80295 -2.70329 -2.37877
H 4.85166 -0.17789 -1.95382
H 2.73169 0.86533 -1.21392
H -2.97957 -2.05374 -1.20916
H -3.24960 -4.55190 -1.58941
H -1.08836 -5.94170 -1.53162
S -3.51793 0.65063 0.65051
C -4.22430 -0.82039 0.93003
C -5.61698 -0.87923 0.62292
N -6.76014 -0.87271 0.36667
C -3.62809 -1.98933 1.46814
S -2.01979 -2.30237 1.92760
C -4.35693 -3.16953 1.61506
N -4.93256 -4.15632 1.88036
C 0.73199 -0.13163 4.47941
C 0.63702 0.93615 3.43302
O -0.37489 1.18312 2.61833
C 1.79870 1.81162 3.25942
C 2.52328 2.31137 4.34061
C 3.45182 3.32454 4.24239
C 3.76942 3.84735 2.97809
C 3.09497 3.35184 1.84306
C 2.17124 2.27245 1.90395
O 1.69915 1.66654 0.83567
H -0.09310 -0.86827 4.26465
H 0.62232 0.29049 5.53299
H 1.70517 -0.62677 4.51034
H 2.33236 1.87139 5.36265
H 3.99541 3.77263 5.10445
H 4.55089 4.62838 2.86826
H 3.46946 3.66120 0.87402
N -1.54065 -0.33301 -3.82359
C -1.73149 0.94855 -3.56914
N -1.43583 1.49916 -2.37884
C -1.65001 2.81329 -2.36673
C -2.07169 3.33390 -3.61925
S -2.34740 2.11649 -4.76308
C -1.34154 3.64832 -1.23407
C -1.63495 5.02306 -1.25645
S -1.77603 5.61132 0.33079
C -1.31685 4.02345 0.94764
N -1.10431 3.14357 -0.03227
N -1.11672 3.81164 2.27865
H -1.02689 -0.89811 -3.06887
H -1.82302 -0.63841 -4.75520
H -2.17464 4.42668 -3.80902
H -2.12143 5.47704 -2.11855
H -1.62839 4.42663 2.97614
H -0.71844 2.83096 2.45067
*
```

relative energy (zero: lowest compared OMol25 entry of this formula, charge and spin)	98.6	kJ/mol
M	846.4	u
frontier orbital gap	0.13209	hartree
lowest unoccupied orbital energy	0.0232	hartree

For each atom in turn, the natural (NBO) charge in e is: 1.785 0.833 -0.594 0.193 -0.157 -0.101 -0.257 0.070 -0.491 0.184 0.246 -0.520 0.102 -0.225 -0.105 -0.136 0.133 -0.598 0.236 0.230 0.235 0.255 0.244 0.237 -0.424 -0.355 0.293 -0.404 -0.354 -0.475 0.281 -0.420 -0.742 0.631 -0.707 -0.328 -0.088 -0.343 -0.154 -0.332 0.447 -0.877 0.281 0.249 0.240 0.193 0.206 0.205 0.209 -0.821 0.289 -0.557 0.143 -0.519 0.357 0.136 -0.498 0.361 0.296 -0.567 -0.831 0.450 0.402 0.235 0.228 0.410 0.455

***

Entry 4:
The following is a quantum chemistry calculation of a structure of composition C47H56F5N5OSTl, from the OMol25 dataset.

```
! RIJCOSX wB97M-V def2-TZVPD def2/J DEFGRID3
* xyz -1 1
Tl 0.23801 0.08777 0.19795
C -1.32478 -4.58874 4.54545
C -1.54399 -3.07652 4.68034
C -1.61864 -2.35763 3.36701
C -2.77347 -2.03671 2.63094
C -4.19264 -2.41524 2.94285
C -4.62862 -3.73151 2.28230
C -2.34457 -1.31779 1.51085
C -3.26507 -0.60220 0.55261
C -2.77265 -0.35985 -0.85817
C -3.60938 -0.15093 -1.95849
C -5.09786 -0.36050 -1.98644
C -5.50140 -1.81275 -2.28511
C -2.77447 0.23376 -3.02681
C -1.46029 0.23293 -2.53098
C -0.27379 0.61620 -3.25080
C 1.02292 0.57645 -2.85351
N 1.47156 0.05223 -1.63922
C 2.82077 0.10530 -1.61815
C 3.63767 -0.35916 -0.58984
C 3.21970 -0.91295 0.64132
N 1.95407 -1.10872 1.02200
C 1.96076 -1.60203 2.32318
C 0.85002 -1.93907 3.02685
C -0.52866 -1.83349 2.65684
N -1.00421 -1.20865 1.51646
C 3.34485 -1.74025 2.75254
C 4.11947 -1.32205 1.71940
C 5.61395 -1.27881 1.63842
C 6.20393 -2.47622 0.87886
C 3.78675 -2.25091 4.08936
C 3.93408 -3.77864 4.12520
C 3.28773 0.70864 -2.87505
C 2.19232 0.99212 -3.62191
C 2.14660 1.61849 -4.98127
C 2.20632 0.58879 -6.11773
C 4.72888 0.92812 -3.22105
C 5.41580 -0.33993 -3.75021
N -1.48973 -0.14827 -1.20723
C -3.18987 0.61837 -4.41623
C -3.14330 -0.54152 -5.41987
H -1.22422 -5.06663 5.52462
H -0.42050 -4.79370 3.96573
H -2.16361 -5.05756 4.02424
H -0.73444 -2.65154 5.28032
H -2.46333 -2.89414 5.24423
H -4.87098 -1.62158 2.61770
H -4.31508 -2.49646 4.02680
H -4.60139 -3.63816 1.19127
H -5.64365 -4.01937 2.57782
H -3.94699 -4.54142 2.55528
H -4.16250 -1.22179 0.46506
H -5.54403 0.29829 -2.73734
H -5.53538 -0.06845 -1.02534
H -5.04458 -2.15071 -3.21920
H -6.58819 -1.92669 -2.37100
H -5.14733 -2.47737 -1.49086
H -0.44652 0.99605 -4.25437
H 4.70600 -0.26416 -0.73974
H 1.02860 -2.36920 4.00922
H 6.03124 -1.24580 2.64740
H 5.92297 -0.35525 1.14150
H 5.93580 -3.41396 1.37123
H 7.29497 -2.41673 0.82350
H 5.80922 -2.51511 -0.14021
H 3.06595 -1.94093 4.84743
H 4.73857 -1.78771 4.35734
H 2.99054 -4.26011 3.85735
H 4.22969 -4.12644 5.11929
H 4.68972 -4.11027 3.40855
H 2.97513 2.32295 -5.08279
H 1.22766 2.20212 -5.07466
H 3.14156 0.02467 -6.07876
H 2.13829 1.07082 -7.09679
H 1.38469 -0.12571 -6.02662
H 5.26051 1.27443 -2.33134
H 4.80737 1.72486 -3.96519
H 5.38172 -1.13473 -2.99898
H 6.46351 -0.15054 -4.00312
H 4.90731 -0.71069 -4.64377
H -2.54439 1.42294 -4.77952
H -4.20415 1.02962 -4.39198
H -2.14536 -0.98809 -5.43928
H -3.39349 -0.20648 -6.43208
H -3.85113 -1.32556 -5.13856
F 0.01476 3.93132 6.60260
C 0.39530 3.51883 5.38795
C -0.38672 2.65110 4.66285
F -1.54088 2.21880 5.18046
C 0.01300 2.23809 3.40770
F -0.81143 1.40876 2.76158
C 1.20010 2.64955 2.80693
S 1.75821 2.14289 1.23626
C 1.95135 3.54024 3.57554
F 3.10389 4.01978 3.09666
C 1.57278 3.96293 4.83334
F 2.34673 4.80964 5.52679
C -3.24606 3.65492 -1.53287
N -1.88557 4.15921 -1.62469
C -1.68946 5.41975 -2.32212
C -0.85561 3.44472 -1.07499
C 0.54217 3.90857 -1.41694
O -1.06922 2.47625 -0.35515
H -3.68248 3.58481 -2.53401
H -3.87096 4.31065 -0.91941
H -3.22463 2.66416 -1.09476
H -2.60858 6.00092 -2.25032
H -1.45999 5.28224 -3.38545
H -0.89179 6.00400 -1.86976
H 0.60768 4.27389 -2.44506
H 1.23005 3.08192 -1.27846
H 0.84834 4.70269 -0.72766
C -3.70247 0.73661 1.19664
H -2.83542 1.39292 1.31314
H -4.44489 1.24529 0.56921
H -4.13675 0.56274 2.18691
*
```

relative energy (zero: lowest compared OMol25 entry of this formula, charge and spin)	0.0	kJ/mol
M	1038.4	u
frontier orbital gap	0.19394	hartree
lowest unoccupied orbital energy	0.0757	hartree

Atom charges from the Mulliken analysis, given in e for atoms 1 to 99: 1.862 -1.078 -1.318 1.069 1.022 -1.180 -1.100 -0.751 1.413 -1.020 0.878 -1.192 -1.085 1.400 -0.447 -0.449 -0.122 -0.654 0.175 -0.211 0.500 -0.706 -0.332 -0.289 -0.573 -0.666 0.965 0.416 -1.215 -1.077 -1.205 -1.005 0.660 0.925 -1.156 -1.128 -1.211 -1.017 -0.546 -1.431 -1.272 0.400 0.214 0.231 0.390 0.423 0.242 0.485 0.140 0.433 0.148 0.712 0.469 0.221 0.188 0.431 0.089 0.299 0.319 0.179 0.375 0.365 0.238 0.389 0.221 0.401 0.441 0.222 0.379 0.221 0.519 0.299 0.207 0.412 0.252 0.385 0.409 0.199 0.387 0.225 0.396 0.441 0.231 0.417 0.249 -0.332 0.566 -0.340 -0.308 -0.723 0.302 1.173 -0.284 0.018 -0.323 0.124 -0.318 -0.776 0.311

***

Entry 5:
The following is a quantum chemistry calculation of an isolated molecule of C4H6N2O, from the OMol25 dataset.

```
! RIJCOSX wB97M-V def2-TZVPD def2/J DEFGRID3
* xyz 0 1
C 1.55513 -0.77271 0.42742
C 0.69146 0.17038 -0.38222
O -0.09687 -0.50770 -1.40153
C -1.29992 -0.09678 -0.87430
N -2.43307 -0.35422 -1.34229
C -0.61351 0.63501 0.24777
N -1.02450 1.28344 1.24293
H 2.26440 -1.29191 -0.22398
H 2.12485 -0.21347 1.17798
H 0.94227 -1.51906 0.94192
H 1.27530 0.97704 -0.84050
H -0.22884 1.62441 1.78813
H -3.15670 0.06558 -0.76135
*
```

SMILES	[H]/N=C1/O[C@H](C)/C1=N\[H]
relative energy (zero: lowest compared OMol25 entry of this formula, charge and spin)	184.1	kJ/mol
M	98.1	u
frontier orbital gap	0.38661	hartree
lowest unoccupied orbital energy	0.0102	hartree

For each atom in turn, the natural (NBO) charge in e is: -0.633 0.023 -0.475 0.479 -0.629 0.208 -0.553 0.233 0.219 0.222 0.199 0.345 0.362